# 1
Formula: CH13O5S
Source: OMol25
Level of theory: wB97M-V/def2-TZVPD

Last columns: bonded neighbours and bond lengths (Å).
Geometry (Å):
1 O -1.00 2.21 -0.84  H3 0.948, H16 1.044
2 H -6.26 -3.21 1.73  O17 0.900
3 H -1.49 2.34 -0.03  O1 0.948
4 C 1.08 -0.57 -1.39  S8 1.889, H9 1.075, H12 1.049, H14 1.083
5 O 2.92 3.21 0.59  H7 0.945, H19 0.961
6 H 2.15 -3.83 2.61  O15 0.925
7 H 2.14 3.72 0.79  O5 0.945
8 S 0.85 -0.32 0.46  C4 1.889
9 H 1.95 0.01 -1.66  C4 1.075
10 H 3.10 -2.83 2.96  O15 0.982
11 O -0.24 3.19 -3.33  H13 1.043, H18 0.911
12 H 1.53 -1.50 -1.62  C4 1.049
13 H -0.25 2.73 -2.39  O11 1.043
14 H 0.25 -0.21 -1.98  C4 1.083
15 O 3.06 -3.79 2.79  H6 0.925, H10 0.982
16 H -0.45 1.35 -0.63  O1 1.044
17 O -6.38 -3.46 2.59  H2 0.900, H20 0.961
18 H 0.28 2.51 -3.63  O11 0.911
19 H 2.41 2.49 0.19  O5 0.961
20 H -5.64 -4.04 2.79  O17 0.961

* HOMO level: -3.35 eV
* calculated total energy: -820.2874 Ha
* max |F|: 0.07779 Eh/bohr
* HOMO-LUMO gap: 6.08 eV
* charge: -1
* spin multiplicity: 1

# 2
Formula: CH14N12
Source: OMol25
Level of theory: wB97M-V/def2-TZVPD

Last columns: bonded neighbours and bond lengths (Å).
Geometry (Å):
1 N 2.61 -1.24 -0.19  N9 1.466, H24 1.020, N26 1.373
2 H -1.99 3.25 0.90  C16 1.085
3 H -1.08 -1.51 1.42  N27 0.985
4 H 1.36 -0.19 -2.56  N11 0.992
5 N -0.04 -0.02 -1.35  N11 1.396, N12 1.420, N22 1.503
6 N 1.45 -1.59 1.84  N17 1.434, H18 1.005, N26 1.431
7 N -2.73 0.63 -0.81  H10 1.063, N20 1.282
8 H -0.42 2.56 0.57  C16 1.161
9 N 2.18 0.09 -0.62  N1 1.466, N11 1.407, H25 1.009
10 H -3.14 1.35 -1.48  N7 1.063
11 N 1.28 0.28 -1.69  H4 0.992, N5 1.396, N9 1.407
12 N -1.09 0.04 -2.32  N5 1.420, N22 1.434
13 H 0.71 -2.12 0.17  N26 1.039
14 H -1.55 0.70 0.87  N20 1.059
15 H -1.56 2.95 -0.73  C16 1.020
16 C -1.52 2.55 0.21  H2 1.085, H8 1.161, H15 1.020, N20 1.458
17 N 0.55 -0.48 1.98  N6 1.434, H21 1.096, N27 1.434
18 H 2.40 -1.39 2.11  N6 1.005
19 H -1.27 -0.72 2.80  N27 1.016
20 N -2.12 1.22 0.15  N7 1.282, H14 1.059, C16 1.458
21 H 0.83 0.33 1.29  N17 1.096
22 N -0.61 -1.27 -1.97  N5 1.503, N12 1.434, H23 1.015
23 H -1.12 -1.71 -1.21  N22 1.015
24 H 2.96 -1.62 -1.07  N1 1.020
25 H 3.08 0.56 -0.67  N9 1.009
26 N 1.69 -2.00 0.49  N1 1.373, N6 1.431, H13 1.039
27 N -0.86 -0.66 1.87  H3 0.985, N17 1.434, H19 1.016

* HOMO level (spin up / spin down): -6.90 / -8.18 eV
* calculated total energy: -703.0877 Ha
* max |F|: 0.07137 Eh/bohr
* HOMO-LUMO gap (spin up / spin down): 7.25 / 9.17 eV
* charge: 0
* spin multiplicity: 1

Energy relative to the best compared isomer or geometry (same formula, charge and spin) / kJ/mol: 218.0 126.1